[1]
{
  "formula": "H2NO3PS",
  "method": "ωB97M-V/def2-TZVPD",
  "total_energy_ha": -1021.13539,
  "multiplicity": 1,
  "lumo_ev": [6.124, 6.116],
  "orbital_gap_ev": [4.6, 5.4],
  "charge": -2,
  "de_lowest_kcal_mol": 98.5,
  "species": ["N", "O", "O", "O", "P", "S", "H", "H"],
  "coordinates": [[-0.145, 0.978, 0.591], [-0.960, -1.261, -0.497], [0.852, 0.244, -1.514], [-1.607, 0.852, -2.019], [-0.489, 0.125, -0.858], [-0.047, 0.089, 1.851], [-1.900, 2.679, 0.939], [-1.955, 1.446, -1.340]],
  "forces_ev_per_angstrom": [[-1.3, 2.2, -1.2], [-0.8, 0.8, -0.7], [0.2, 0.2, -0.6], [1.3, -0.4, 2.8], [1.1, -2.6, -1.9], [0.4, -0.9, 2.2], [0.0, -0.1, -0.3], [-0.9, 0.9, -0.2]]
}


[2]
{
  "formula": "H2NO3S",
  "method": "ωB97M-V/def2-TZVPD",
  "total_energy_ha": -679.88713,
  "multiplicity": 1,
  "lumo_ev": 4.264,
  "orbital_gap_ev": 9.3,
  "charge": -1,
  "de_lowest_kcal_mol": 36.8,
  "species": ["N", "O", "O", "O", "S", "H", "H"],
  "coordinates": [[0.123, -1.184, -0.856], [-0.520, 0.059, 1.807], [1.537, 0.844, 0.778], [-0.572, 1.563, -0.095], [0.138, 0.536, 0.611], [-0.768, -1.170, -0.525], [0.061, -0.648, -1.720]],
  "forces_ev_per_angstrom": [[3.0, 2.3, 1.3], [-0.3, -0.8, -0.3], [0.5, -0.4, 0.0], [-1.0, 0.4, -0.9], [1.5, -0.9, -0.9], [-3.8, -0.8, 0.8], [0.1, 0.3, 0.0]]
}


[3]
{
  "formula": "H2NO3S",
  "method": "ωB97M-V/def2-TZVPD",
  "total_energy_ha": -679.84335,
  "multiplicity": 1,
  "lumo_ev": 4.140,
  "orbital_gap_ev": 8.0,
  "charge": -1,
  "de_lowest_kcal_mol": 64.3,
  "species": ["N", "O", "O", "O", "S", "H", "H"],
  "coordinates": [[-0.638, 0.753, -0.086], [1.906, 0.813, 0.586], [0.773, -1.304, -0.109], [-1.292, -0.136, 0.687], [1.105, 0.106, -0.481], [-0.907, 0.772, -1.136], [-0.947, -1.004, 0.539]],
  "forces_ev_per_angstrom": [[2.2, 1.8, -3.0], [-0.5, -0.9, -1.5], [0.6, -0.4, -0.4], [-2.4, 0.6, 0.9], [-0.5, 1.0, 2.8], [-0.7, -0.6, 1.8], [1.2, -1.4, -0.6]]
}


[4]
{
  "formula": "H2NO3S",
  "method": "ωB97M-V/def2-TZVPD",
  "total_energy_ha": -679.86632,
  "multiplicity": 1,
  "lumo_ev": 4.103,
  "smiles": "NS(=O)(=O)[O-]",
  "orbital_gap_ev": 8.5,
  "charge": -1,
  "de_lowest_kcal_mol": 49.9,
  "species": ["N", "S", "O", "O", "O", "H", "H"],
  "coordinates": [[0.582, -0.962, 0.224], [-0.219, 0.392, -0.455], [-1.497, -0.018, -0.955], [-0.372, 1.334, 1.137], [0.589, 1.026, -1.503], [1.165, -0.445, 0.833], [-0.249, -1.326, 0.719]],
  "forces_ev_per_angstrom": [[-1.7, -0.2, -1.8], [0.1, 4.5, 3.9], [-0.9, -0.9, 0.2], [0.7, -2.9, -5.5], [0.1, -0.6, 1.5], [0.7, 0.1, 1.4], [1.0, 0.0, 0.3]]
}


[5]
{
  "formula": "H2NO3S3",
  "method": "ωB97M-V/def2-TZVPD",
  "total_energy_ha": -1476.25871,
  "multiplicity": 1,
  "lumo_ev": 2.958,
  "orbital_gap_ev": 7.1,
  "charge": -1,
  "de_lowest_kcal_mol": 16.0,
  "species": ["N", "O", "O", "O", "S", "S", "S", "H", "H"],
  "coordinates": [[-1.752, 0.041, 0.164], [1.335, -1.143, -0.219], [2.747, 0.744, 0.600], [0.782, 1.291, -0.694], [-1.668, -1.556, 0.328], [-3.162, 0.797, -0.119], [1.342, 0.291, 0.532], [0.510, -1.714, -0.052], [-0.135, 1.248, -0.540]],
  "forces_ev_per_angstrom": [[-0.3, 0.6, -0.4], [0.3, -0.2, -0.1], [-1.3, -1.1, 0.0], [2.5, -0.9, 0.7], [-0.1, -0.9, 0.2], [0.3, 0.0, 0.2], [1.1, 1.1, -0.8], [0.3, 1.4, 0.2], [-2.8, -0.1, 0.1]]
}


[6]
{
  "formula": "H2NO5PS",
  "method": "ωB97M-V/def2-TZVPD",
  "total_energy_ha": -1171.64552,
  "multiplicity": 1,
  "lumo_ev": [6.880, 6.582],
  "orbital_gap_ev": [7.6, 7.8],
  "charge": -2,
  "de_lowest_kcal_mol": 105.1,
  "species": ["N", "O", "O", "O", "O", "O", "P", "S", "H", "H"],
  "coordinates": [[-0.193, 0.450, -0.392], [1.654, -0.911, 1.348], [2.265, -0.776, -1.142], [3.655, 0.351, 0.588], [-0.655, 2.666, 1.048], [1.087, 2.192, -1.468], [2.372, -0.262, 0.226], [0.918, 1.562, -0.139], [-0.051, -0.592, -0.220], [-0.850, 0.785, 0.372]],
  "forces_ev_per_angstrom": [[-4.3, -2.7, 1.7], [-1.3, -0.5, 0.5], [-0.9, -0.6, -1.8], [1.6, 1.3, 0.4], [1.9, -1.3, -1.2], [0.6, 0.5, 0.7], [2.4, -1.1, 1.5], [-0.7, 2.7, -0.4], [0.8, 2.1, -0.4], [0.1, -0.4, -1.1]]
}


[7]
{
  "formula": "H2O2",
  "method": "ωB97M-V/def2-TZVPD",
  "total_energy_ha": -151.51963,
  "multiplicity": 1,
  "lumo_ev": 0.527,
  "orbital_gap_ev": 10.3,
  "charge": 0,
  "de_lowest_kcal_mol": 30.9,
  "species": ["O", "O", "H", "H"],
  "coordinates": [[-0.852, -0.046, 0.014], [0.484, 0.404, 0.024], [-1.261, 0.813, 0.233], [0.914, -0.768, 0.236]],
  "forces_ev_per_angstrom": [[-1.8, 1.1, 0.0], [3.4, -6.2, 1.0], [-0.3, -0.7, -0.1], [-1.3, 5.8, -0.9]]
}


[8]
{
  "formula": "H2ORb",
  "method": "ωB97M-V/def2-TZVPD",
  "total_energy_ha": -100.33013,
  "multiplicity": 1,
  "lumo_ev": -4.077,
  "orbital_gap_ev": 12.5,
  "charge": 1,
  "de_lowest_kcal_mol": 0.1,
  "species": ["Rb", "O", "H", "H"],
  "coordinates": [[-12.943, 26.320, -28.344], [-14.919, 24.633, -29.295], [-15.459, 24.015, -28.783], [-14.871, 24.263, -30.188]],
  "forces_ev_per_angstrom": [[0.1, 0.1, 0.0], [0.1, -0.2, 0.0], [0.0, 0.1, -0.2], [-0.2, 0.0, 0.2]]
}


[9]
{
  "formula": "H2P2S4",
  "method": "ωB97M-V/def2-TZVPD",
  "total_energy_ha": -2276.64071,
  "multiplicity": 1,
  "lumo_ev": [-3.005, -3.006],
  "orbital_gap_ev": [6.3, 6.3],
  "charge": 0,
  "de_lowest_kcal_mol": 45.9,
  "species": ["P", "P", "S", "S", "S", "S", "H", "H"],
  "coordinates": [[0.201, -0.873, -0.491], [0.391, 1.402, 0.072], [0.627, 1.080, 2.001], [1.745, -1.953, -0.318], [1.634, 2.216, -1.238], [-1.399, -1.639, 0.634], [-1.041, 1.230, -0.213], [-2.158, -1.463, -0.446]],
  "forces_ev_per_angstrom": [[0.7, -1.3, 0.7], [0.0, 1.0, -0.2], [-0.1, 0.2, -1.2], [0.1, -0.1, -0.3], [-1.4, -0.7, 1.2], [0.0, -0.1, -0.2], [1.0, 1.0, 0.1], [-0.5, 0.0, -0.1]]
}


[10]
{
  "formula": "H2P2S4",
  "method": "ωB97M-V/def2-TZVPD",
  "total_energy_ha": -2276.66582,
  "multiplicity": 1,
  "lumo_ev": -1.383,
  "orbital_gap_ev": 7.0,
  "charge": 0,
  "de_lowest_kcal_mol": 30.1,
  "species": ["P", "P", "S", "S", "S", "S", "H", "H"],
  "coordinates": [[-1.799, -1.946, 0.467], [-2.992, 0.659, -0.271], [-4.724, 1.441, -0.086], [-3.041, -1.611, -1.090], [-2.244, -0.389, 1.668], [0.487, -0.672, -0.496], [-0.545, 0.397, -0.567], [0.410, -0.943, 0.821]],
  "forces_ev_per_angstrom": [[-0.6, -0.5, -0.3], [-0.1, -0.2, -0.2], [0.2, -0.2, 0.0], [0.1, 0.4, 0.5], [-0.3, 0.1, 0.0], [-1.2, 1.4, -0.3], [1.7, -1.7, 0.4], [0.2, 0.6, -0.2]]
}


Question: What is the formula in the second record?
Answer: H2NO3S